Record 1
Entry from the OMol25 dataset: 16 unconnected molecules or ions with the total composition C38H108O38S11 (the ωB97M-V functional and the def2-TZVPD basis).

Values from the calculation:
2S+1: 1
Energy, hartree: -8751.33530
Net charge: 0

Last column: Löwdin charge in e.
Cartesian coordinates (Å):
S (-6.19, -0.35, -0.89)  0.746
S (1.12, -3.48, 4.64)  0.689
S (-2.95, 3.91, -2.64)  0.620
S (0.97, -4.51, -1.67)  0.696
S (7.21, -0.68, -0.38)  0.726
S (-7.13, 3.71, 3.18)  0.600
S (3.23, 2.25, -2.69)  0.695
S (-1.55, 0.86, 0.46)  0.751
S (5.85, -6.39, 1.23)  0.735
S (4.48, 5.76, 0.98)  0.706
S (-3.23, -1.67, -5.37)  0.724
O (5.12, 5.59, -0.33)  -0.276
O (4.55, -6.95, 1.70)  -0.323
O (0.21, -4.81, 5.08)  -0.251
O (-1.20, 0.03, 4.99)  -0.124
O (4.70, 4.85, 2.13)  -0.328
O (7.09, -6.42, 2.10)  -0.319
O (-6.94, -1.56, -1.86)  -0.261
O (2.46, -4.97, -2.37)  -0.240
O (7.80, -1.74, -1.55)  -0.265
O (7.69, -1.21, 0.93)  -0.323
O (2.45, 3.16, -3.86)  -0.276
O (-3.85, 3.44, -1.64)  -0.309
O (-0.13, -4.93, -2.52)  -0.271
O (7.46, 0.71, -0.75)  -0.292
O (-6.86, 4.90, 2.08)  -0.270
O (2.82, 0.87, -2.84)  -0.323
O (-4.56, -1.06, -5.07)  -0.330
O (-0.48, 0.34, 1.65)  -0.256
O (-2.85, -2.98, -4.89)  -0.267
O (-7.13, 0.76, -0.79)  -0.325
O (-2.62, -0.19, 0.39)  -0.307
O (5.01, -0.41, 2.57)  -0.158
O (-1.54, 4.21, -1.94)  -0.295
O (1.28, -3.56, 3.19)  -0.286
O (0.45, -2.31, 5.20)  -0.294
O (4.68, 2.59, -2.74)  -0.299
O (-5.73, -0.99, 0.37)  -0.308
O (-3.32, 4.97, -3.54)  -0.274
O (-8.18, 4.26, 3.98)  -0.282
O (1.08, -3.11, -1.26)  -0.305
O (-2.31, 5.63, 2.81)  -0.129
O (-0.77, 1.37, -0.68)  -0.312
O (5.61, -4.85, 0.71)  -0.269
O (-4.02, -3.41, 0.73)  -0.123
O (-2.02, -0.53, -5.05)  -0.268
O (2.80, 5.74, 0.78)  -0.296
O (-4.27, -0.07, 4.34)  -0.103
O (-5.87, 3.45, 3.80)  -0.295
C (3.63, -4.49, -1.80)  -0.323
C (-0.51, 1.24, 4.95)  -0.150
C (4.25, -3.58, 2.38)  -0.077
C (4.87, -4.65, -2.67)  -0.055
C (0.87, 3.36, -5.64)  -0.042
C (5.57, -3.91, 1.77)  -0.280
C (0.16, -5.94, 4.19)  -0.292
C (5.36, -1.02, -0.63)  -0.074
C (6.24, -7.22, -0.40)  -0.086
C (-6.70, 5.14, -0.38)  -0.071
C (-4.85, -3.65, 1.86)  -0.165
C (-5.98, 4.69, 0.86)  -0.238
C (1.93, 5.76, 1.95)  -0.261
C (8.30, -1.83, -3.84)  -0.082
C (-2.49, 2.37, -3.63)  -0.069
C (-0.12, -1.15, -3.74)  -0.085
C (2.62, -3.73, 5.58)  -0.099
C (-0.26, 6.27, -1.34)  -0.022
C (-0.68, -0.99, -5.06)  -0.331
C (-1.38, 5.26, -0.94)  -0.208
C (7.13, -1.72, -2.85)  -0.261
C (-8.67, -2.47, -3.24)  -0.078
C (1.07, 2.94, -4.16)  -0.269
C (4.67, 7.45, 1.65)  -0.105
C (2.40, 2.86, -1.16)  -0.087
C (0.17, -0.83, 1.43)  -0.319
C (1.32, 4.44, 2.38)  -0.051
C (-4.73, 0.09, -1.94)  -0.086
C (-1.04, -5.94, 3.32)  -0.057
C (-7.84, -1.22, -2.94)  -0.274
C (4.53, 0.78, 3.24)  -0.114
C (-2.42, 4.64, 3.82)  -0.159
C (-2.38, 2.26, 1.33)  -0.070
C (-3.08, -1.54, -7.24)  -0.085
C (1.70, -0.64, 1.36)  -0.021
C (-4.77, 0.09, 3.03)  -0.173
C (1.00, -5.56, -0.21)  -0.092
C (-7.72, 2.29, 2.16)  -0.081
H (4.24, 7.48, 2.66)  0.061
H (-2.54, 1.88, 2.34)  0.050
H (2.33, 3.94, -1.27)  0.057
H (1.35, 3.65, 1.63)  0.070
H (0.91, 1.87, -4.02)  0.095
H (-7.27, -1.04, -3.85)  0.104
H (1.46, 2.32, -1.07)  0.043
H (-6.17, 5.06, -1.33)  0.076
H (1.90, -5.41, 0.39)  0.061
H (-7.71, 1.38, 2.75)  0.067
H (-1.54, -4.98, 3.48)  0.098
H (-3.70, -2.50, 0.67)  0.031
H (-0.24, -1.23, 0.51)  0.104
H (0.42, 3.49, -3.48)  0.095
H (-1.43, 4.35, 4.18)  0.061
H (-3.37, 1.73, -3.71)  0.046
H (-4.70, 1.10, 2.63)  0.055
H (6.15, -8.25, -0.07)  0.060
H (-9.42, -2.26, -3.99)  0.073
H (5.95, -2.94, 1.46)  0.092
H (-6.99, 6.18, -0.18)  0.080
H (5.80, -4.49, -2.11)  0.072
H (1.39, 2.65, -6.30)  0.076
H (4.36, -2.88, 3.21)  0.064
H (1.32, 4.33, -5.84)  0.080
H (9.10, -1.10, -3.72)  0.079
H (3.76, -4.49, 2.72)  0.066
H (-1.15, 4.71, -0.02)  0.096
H (-5.14, 5.37, 0.97)  0.109
H (-3.64, -2.33, -7.73)  0.068
H (-1.99, -1.67, -7.29)  0.043
H (-8.53, -0.39, -2.82)  0.115
H (-0.39, -2.15, -3.39)  0.066
H (8.12, -1.87, -4.91)  0.077
H (-9.27, -2.85, -2.41)  0.078
H (5.45, -7.20, -1.15)  0.056
H (6.54, -0.83, -3.10)  0.117
H (-5.09, 0.05, -2.97)  0.039
H (5.52, -1.01, 3.13)  0.066
H (2.14, -0.31, 2.31)  0.061
H (-0.07, -0.24, -5.57)  0.122
H (3.56, -3.54, -1.26)  0.104
H (1.14, -6.27, 3.87)  0.122
H (-0.40, -0.38, -3.03)  0.080
H (2.99, -4.75, 5.45)  0.079
H (5.34, 1.46, 3.51)  0.081
H (-1.67, 3.07, 1.51)  0.050
H (-2.78, 5.12, 4.73)  0.088
H (4.69, -0.64, 0.14)  0.050
H (-8.12, -3.30, -3.70)  0.076
H (1.10, 6.36, 1.58)  0.097
H (2.18, 6.41, 2.79)  0.118
H (1.81, 0.21, 0.69)  0.068
H (-8.77, 2.55, 2.03)  0.072
H (-2.29, 5.83, -0.76)  0.118
H (-4.39, 1.11, -1.78)  0.035
H (3.17, 2.63, -0.42)  0.065
H (-3.13, 3.84, 3.58)  0.065
H (8.88, -2.74, -3.70)  0.073
H (2.27, -1.47, 0.94)  0.058
H (-2.26, 2.68, -4.65)  0.060
H (0.17, -5.31, 0.46)  0.059
H (-0.34, 1.57, 5.98)  0.082
H (1.99, 4.03, 3.13)  0.072
H (6.55, -2.60, -3.14)  0.082
H (-7.64, 4.59, -0.40)  0.082
H (-0.77, -6.03, 2.27)  0.056
H (-1.71, 1.83, -3.10)  0.043
H (-5.82, -3.15, 1.92)  0.068
H (-0.76, 7.13, -1.80)  0.081
H (0.45, 5.76, -1.98)  0.072
H (0.01, -6.83, 4.80)  0.117
H (-3.35, -0.32, 4.26)  0.041
H (0.28, 6.57, -0.44)  0.054
H (5.23, -2.10, -0.74)  0.041
H (-0.49, -1.90, -5.62)  0.122
H (4.86, -5.59, -3.20)  0.085
H (-0.17, 3.33, -5.95)  0.065
H (0.32, 4.36, 2.82)  0.056
H (-4.29, -3.54, 2.79)  0.070
H (3.91, 0.48, 4.08)  0.078
H (-7.03, 2.20, 1.32)  0.033
H (-4.06, -0.72, -1.65)  0.064
H (-1.22, 1.96, 4.57)  0.062
H (3.30, -3.06, 5.06)  0.050
H (0.40, 1.10, 4.36)  0.080
H (4.06, 1.34, 2.43)  0.073
H (-0.13, -1.55, 2.19)  0.110
H (-5.15, -4.70, 1.86)  0.071
H (0.96, -6.55, -0.66)  0.077
H (-5.61, 3.69, 0.67)  0.093
H (4.90, -3.86, -3.42)  0.067
H (-3.33, -0.56, -7.64)  0.070
H (3.52, -3.15, 1.71)  0.066
H (4.17, 8.14, 0.97)  0.073
H (-3.05, 6.21, 2.98)  0.074
H (-1.62, -6.86, 3.40)  0.087
H (7.21, -6.95, -0.81)  0.075
H (5.14, -0.59, -1.61)  0.041
H (5.74, 7.59, 1.72)  0.071
H (-0.62, -0.73, 5.14)  0.023
H (-4.21, -0.60, 2.40)  0.056
H (-3.26, 2.45, 0.70)  0.063
H (0.94, -1.33, -3.52)  0.087
H (-5.82, -0.22, 3.04)  0.076
H (6.24, -4.29, 2.54)  0.114
H (2.46, -3.53, 6.64)  0.085
H (3.82, -5.13, -0.94)  0.081



Record 2
Entry from the OMol25 dataset: 14 unconnected molecules or ions with the total composition C38H109N5O14 (the ωB97M-V functional and the def2-TZVPD basis).

Values from the calculation:
2S+1: 1
ΔE to the lowest compared entry with this formula, charge and spin, kcal/mol: 48.48
Net charge: 0

Last column: Löwdin charge in e.
Cartesian coordinates (Å):
O (-2.09, 0.29, 5.43)  -0.073
O (2.02, -5.67, 1.95)  -0.100
O (-1.02, -3.50, -2.09)  -0.113
O (7.35, -3.04, 1.83)  -0.086
O (4.40, 3.88, 4.75)  -0.070
O (0.72, 0.82, -3.32)  -0.127
O (-1.80, 5.40, 0.99)  -0.189
O (1.84, -0.74, 7.50)  -0.084
O (-6.05, -0.52, -4.55)  -0.189
O (1.42, -0.10, 1.63)  -0.178
O (3.04, -5.43, -0.73)  -0.096
O (-0.84, 2.15, -7.76)  -0.179
O (-4.69, 0.30, 4.05)  -0.103
O (2.14, 3.53, -0.23)  -0.178
N (-1.01, -0.91, -1.06)  0.056
N (-4.37, 3.22, 2.67)  0.047
N (4.63, 3.69, -2.14)  0.036
N (-1.70, 0.36, -4.59)  0.040
N (-3.34, 0.37, -2.13)  0.051
C (4.94, 4.11, 0.15)  -0.057
C (-0.10, 1.45, 5.82)  -0.067
C (3.04, -0.85, 6.77)  -0.321
C (6.63, -3.32, 0.64)  -0.306
C (-0.84, 0.48, 4.91)  -0.334
C (0.78, 3.07, -0.08)  -0.053
C (2.72, -0.54, 2.05)  -0.090
C (-3.47, 2.77, 0.52)  -0.066
C (-0.51, -0.43, 0.23)  -0.362
C (-6.59, -0.14, -5.81)  -0.082
C (1.37, -0.43, -3.29)  -0.310
C (-4.74, -1.11, 3.81)  -0.321
C (-0.72, 1.18, -6.71)  -0.157
C (-5.77, -1.56, 2.86)  -0.081
C (-1.82, 2.67, -4.94)  -0.058
C (-4.46, -0.38, -2.72)  -0.383
C (-5.13, 0.33, -3.93)  -0.215
C (-0.08, 1.95, -8.89)  -0.150
C (1.14, -4.40, 3.61)  -0.092
C (-5.49, -0.71, -1.63)  -0.058
C (-1.45, -1.09, 1.27)  -0.029
C (-2.99, 5.03, 1.74)  -0.166
C (-1.87, 1.34, -5.66)  -0.389
C (3.06, 2.54, -0.57)  -0.223
C (-3.27, -3.82, -1.53)  -0.079
C (1.13, -4.55, 2.12)  -0.277
C (4.27, 2.60, 4.18)  -0.349
C (1.97, -4.87, -1.53)  -0.292
C (5.24, -2.72, 0.77)  -0.084
C (5.63, 1.98, 4.29)  -0.083
C (-1.83, -4.38, -1.38)  -0.323
C (2.12, -0.70, -4.58)  -0.063
C (2.51, -3.90, -2.63)  -0.067
C (0.97, -0.83, 0.51)  -0.177
C (-3.19, 3.50, 1.85)  -0.422
C (-2.00, 5.67, -0.36)  -0.140
C (4.48, 3.02, -0.84)  -0.398
C (2.77, -1.79, 5.63)  -0.090
H (-5.59, 1.27, -3.63)  0.124
H (1.67, -6.49, 2.30)  0.097
H (-3.76, -1.29, 3.38)  0.090
H (4.04, 4.51, -2.05)  0.068
H (1.58, -0.63, -5.52)  0.070
H (4.56, -3.08, 0.01)  0.060
H (5.85, 1.83, 5.35)  0.079
H (-5.46, -2.54, 2.50)  0.080
H (5.89, 4.60, -0.07)  0.078
H (3.04, -0.03, 2.96)  0.076
H (-0.55, 0.65, 0.23)  0.114
H (-6.14, 0.14, -1.41)  0.077
H (0.24, 1.34, -6.22)  0.111
H (1.70, -3.71, -3.33)  0.063
H (2.11, -4.29, 4.09)  0.074
H (-4.39, 3.19, 0.10)  0.087
H (0.54, -1.14, -3.24)  0.102
H (-1.39, -0.61, 2.24)  0.056
H (5.25, -1.64, 0.64)  0.058
H (-5.83, -0.91, 1.98)  0.068
H (3.03, 1.89, 0.30)  0.110
H (5.02, 3.71, 1.16)  0.060
H (2.66, 1.96, -1.40)  0.104
H (8.05, -3.70, 1.93)  0.077
H (2.96, -0.01, -4.66)  0.076
H (-2.68, 2.85, -4.29)  0.073
H (-2.87, 1.18, -6.07)  0.124
H (3.30, -4.41, -3.17)  0.071
H (-0.88, 0.92, 3.91)  0.106
H (3.88, 2.67, 3.16)  0.099
H (0.42, 2.49, -0.93)  0.072
H (-1.51, -0.51, -5.06)  0.089
H (5.63, 1.05, 3.71)  0.070
H (4.27, 4.96, 0.24)  0.077
H (-1.98, -0.64, -1.18)  0.034
H (-0.93, 2.83, -4.34)  0.075
H (-7.44, -0.78, -6.03)  0.086
H (2.92, -3.00, -2.16)  0.058
H (2.11, -0.58, 8.40)  0.085
H (0.99, 1.98, -8.68)  0.086
H (-3.59, 1.21, -1.63)  0.055
H (3.73, -1.29, 7.49)  0.114
H (1.01, -1.90, 0.70)  0.107
H (-3.94, 5.45, 1.44)  0.124
H (-1.65, -4.36, -0.31)  0.084
H (4.09, 3.08, -2.73)  0.051
H (0.58, -3.49, 3.86)  0.068
H (2.18, -2.65, 5.92)  0.069
H (-6.80, -1.52, 3.22)  0.077
H (3.58, 1.98, 4.76)  0.084
H (-0.45, 2.47, 5.66)  0.076
H (0.16, -4.69, 1.64)  0.111
H (1.37, -5.68, -1.92)  0.104
H (-1.20, 6.35, -0.63)  0.094
H (-0.19, 1.17, 6.87)  0.071
H (2.00, -0.47, -2.41)  0.098
H (2.76, -1.62, 2.13)  0.069
H (-0.23, 1.02, -9.45)  0.082
H (-1.04, -2.63, -1.69)  0.006
H (6.38, 2.63, 3.85)  0.078
H (-2.29, 3.05, 2.28)  0.125
H (2.68, -5.65, 0.13)  0.023
H (-0.86, 0.62, -4.09)  0.021
H (-1.99, -0.36, 6.13)  0.108
H (5.14, 2.16, -0.83)  0.136
H (-0.39, -0.51, 4.84)  0.108
H (6.51, -4.39, 0.52)  0.110
H (-1.74, -5.42, -1.71)  0.111
H (0.98, 1.47, 5.63)  0.058
H (-3.42, -2.87, -1.01)  0.052
H (7.21, -2.94, -0.21)  0.109
H (-2.81, 5.44, 2.73)  0.119
H (-3.88, 0.51, 4.53)  0.035
H (-5.01, -1.04, -0.71)  0.054
H (-1.25, -2.16, 1.30)  0.076
H (-3.47, -3.66, -2.59)  0.068
H (0.69, -5.24, 4.14)  0.082
H (-2.10, 4.76, -0.94)  0.067
H (1.22, -4.38, -0.90)  0.077
H (3.62, 4.37, 4.47)  0.083
H (-2.71, 2.80, -0.26)  0.050
H (-4.40, 2.24, 2.92)  0.036
H (0.82, 2.37, 0.75)  0.077
H (-6.18, -1.47, -1.98)  0.078
H (-0.67, 0.17, -7.12)  0.119
H (2.11, -1.37, 4.87)  0.053
H (-4.35, 0.65, -4.62)  0.088
H (-2.89, 6.27, -0.56)  0.086
H (4.74, -2.95, 1.71)  0.070
H (1.39, 1.50, -3.45)  0.091
H (-4.72, -1.58, 4.80)  0.113
H (-0.60, -0.37, -1.81)  0.043
H (-3.63, 1.71, 0.72)  0.066
H (-0.34, 2.69, -9.64)  0.089
H (1.66, -3.73, 1.64)  0.089
H (-5.83, -0.37, -6.56)  0.083
H (-4.10, -1.35, -3.07)  0.121
H (0.04, 3.87, 0.02)  0.073
H (3.44, 0.12, 6.46)  0.099
H (-2.77, 0.67, -2.91)  0.025
H (-2.50, -0.94, 1.05)  0.065
H (3.74, -2.12, 5.25)  0.085
H (-4.21, 3.63, 3.58)  0.070
H (-3.97, -4.63, -1.28)  0.069
H (3.54, -0.26, 1.39)  0.067
H (-1.86, 3.55, -5.59)  0.080
H (1.48, -0.51, -0.40)  0.104
H (2.65, -1.65, -4.60)  0.067
H (-6.89, 0.90, -5.80)  0.087